# 1
{"formula": "C24H25N4O2PRuS", "method": "the ωB97M-V functional and the def2-TZVPD basis", "symbols": ["O", "H", "S", "C", "H", "H", "C", "H", "H", "N", "H", "C", "H", "N", "C", "P", "H", "H", "C", "H", "H", "C", "C", "H", "C", "C", "H", "C", "C", "C", "H", "H", "N", "C", "H", "C", "H", "C", "C", "H", "N", "C", "H", "C", "C", "O", "H", "C", "H", "C", "H", "C", "Ru", "H", "C", "H", "H", "C"], "xyz": [[1.0287, -0.8665, 3.0340], [-6.1222, 0.7987, 1.4769], [-1.8493, 0.6382, 2.1421], [3.4251, 0.1518, 1.2091], [-0.9094, -2.5241, 2.2795], [0.1076, 4.4963, -0.4070], [2.3433, 1.9294, 0.1612], [3.1488, -0.1595, -3.1288], [3.5260, 3.1518, -1.1394], [-1.1744, 2.6857, 0.4386], [-5.5870, 1.7012, 0.0564], [4.6667, 1.5574, -0.2534], [-4.7164, -1.9538, -2.5923], [0.0382, 2.0799, 0.5296], [2.9063, -0.8993, -2.3768], [0.0469, -1.3962, 0.4404], [-4.7336, -2.4147, -0.1628], [3.3227, -0.6799, 1.8964], [-3.8079, -1.8465, -2.0143], [-4.1935, 1.6601, 2.7943], [5.5885, 1.8317, -0.7488], [4.6302, 0.4760, 0.6073], [-1.4704, -1.5833, -0.5254], [-4.6094, 0.3591, 0.6694], [1.1389, -2.1491, 2.7364], [0.9900, 3.9529, -0.7282], [-5.1145, 2.9973, 2.1529], [1.4625, -1.6952, -0.6188], [-5.2473, 1.1946, 0.9607], [-1.4624, -1.3430, -1.8987], [-0.5439, -1.0803, -2.4034], [5.5120, -0.1121, 0.8164], [-3.2949, 2.6977, 1.2346], [0.0512, -2.6259, 1.7712], [4.5947, -2.1459, -2.8276], [-2.6305, -1.4657, -2.6378], [1.8801, 4.5525, -0.5434], [1.7885, -0.7334, -1.5796], [1.0687, 2.6502, -0.0063], [0.1864, -3.6559, 1.4529], [2.3195, 0.8588, 0.9823], [-3.8188, -2.1037, -0.6497], [1.1719, 0.1511, -1.6925], [-4.4906, 2.1509, 1.8685], [3.4090, -2.9622, -1.2423], [2.0076, -2.8761, 3.1443], [-2.6946, -2.1589, 1.1583], [-2.6601, -1.9678, 0.0947], [4.0439, -3.8271, -1.1036], [3.7177, -2.0168, -2.2068], [-2.6146, -1.2771, -3.7029], [2.2805, -2.8073, -0.4456], [0.3562, 0.4450, 1.6772], [0.9062, 3.7913, -1.8063], [3.5123, 2.2991, -0.4759], [2.0665, -3.5463, 0.3154], [-3.4036, 3.4888, 0.6168], [-2.0939, 2.1262, 1.2005]], "forces_ev_per_a": [[-0.15, 0.10, -0.21], [0.00, 0.01, 0.00], [-0.38, 0.20, -0.21], [-0.04, 0.00, 0.04], [0.00, -0.05, 0.02], [-0.01, 0.02, 0.01], [0.08, 0.06, 0.01], [0.01, 0.00, 0.01], [0.00, -0.01, 0.01], [-0.14, 0.06, 0.11], [0.01, -0.01, 0.00], [-0.03, 0.06, -0.03], [0.00, 0.00, 0.01], [-0.14, 0.03, -0.06], [-0.03, 0.00, 0.01], [-0.27, 0.28, 0.25], [0.00, 0.00, 0.00], [0.04, -0.01, -0.01], [-0.01, 0.00, -0.01], [0.02, -0.01, 0.00], [0.00, 0.01, 0.00], [-0.04, -0.01, 0.03], [0.11, -0.07, -0.18], [0.00, 0.00, 0.00], [0.16, -0.06, 0.07], [0.05, -0.04, -0.02], [-0.01, 0.01, -0.02], [0.02, -0.01, -0.12], [-0.01, -0.01, 0.00], [-0.03, -0.01, 0.02], [-0.02, 0.00, -0.03], [-0.01, -0.01, 0.00], [-0.12, 0.02, -0.01], [0.02, 0.05, -0.04], [-0.01, 0.00, 0.00], [0.03, -0.01, 0.03], [-0.01, 0.00, 0.00], [0.09, -0.09, -0.04], [-0.03, 0.10, -0.11], [0.00, -0.01, -0.02], [-0.29, -0.19, -0.20], [-0.02, -0.02, 0.00], [-0.01, 0.01, -0.02], [0.02, 0.03, 0.03], [-0.01, -0.01, 0.01], [-0.08, 0.06, -0.04], [-0.01, 0.00, 0.01], [0.05, 0.02, 0.02], [0.00, 0.01, 0.00], [0.01, 0.00, 0.00], [0.01, 0.00, 0.01], [0.04, 0.00, -0.01], [0.73, -0.32, 0.74], [0.01, -0.01, 0.01], [0.15, 0.04, -0.04], [0.00, 0.01, -0.02], [0.02, 0.02, 0.03], [0.25, -0.23, -0.03]], "spin_multiplicity": 2, "s2": 0.757, "e_above_lowest_ev": 0.000, "gap_ev": [7.19, 6.83], "total_charge": 1}

# 2
{"formula": "C24H25NO9", "method": "the ωB97M-V functional and the def2-TZVPD basis", "symbols": ["C", "O", "C", "C", "H", "C", "C", "H", "H", "O", "H", "H", "H", "H", "C", "H", "H", "C", "H", "H", "H", "C", "C", "C", "C", "H", "C", "C", "C", "C", "O", "H", "C", "H", "C", "H", "O", "H", "C", "O", "H", "O", "C", "H", "H", "C", "H", "C", "N", "H", "C", "O", "O", "O", "H", "C", "H", "C", "H"], "xyz": [[0.0971, 3.1339, 1.4584], [-1.8092, 4.5238, 0.7022], [6.0483, -2.1614, -0.2362], [-3.3745, -1.2344, 0.1000], [7.6506, 1.0303, 1.5853], [5.4169, 0.1417, 0.1181], [1.3725, -0.7701, -0.2135], [-3.5183, 4.3665, -0.4372], [7.9395, 1.3851, -0.1417], [3.2035, 0.8372, -0.1229], [-5.6243, -4.5942, 0.2998], [-3.1963, -1.0211, 1.1579], [-6.1682, -1.4086, 0.1284], [-4.0101, -5.1888, 0.7370], [-0.8439, 3.1089, -0.7654], [-2.0553, -1.4894, -1.5217], [4.4472, -3.4922, -0.7205], [-4.4268, -0.2602, -0.4714], [0.0133, 1.7871, -2.2136], [1.7316, 1.7818, 1.7122], [-4.5732, -0.5118, -1.5275], [-0.8210, 3.5895, 0.5446], [8.1337, 0.6774, 0.6696], [6.3987, -0.8397, 0.0844], [-3.8600, -2.6719, -0.0642], [-5.6130, -0.2465, 1.3341], [0.9788, 1.6882, -0.2771], [-0.9613, -0.8737, 0.0737], [4.0901, -0.1839, -0.1484], [1.9257, 0.5893, -0.6846], [-1.8469, 3.7313, -1.4613], [-2.9834, 1.2845, -0.9178], [0.0433, 2.1580, -1.2025], [-3.7298, 1.4321, 0.6737], [-5.7523, -0.4142, 0.2687], [5.6390, 1.1725, 0.3387], [-3.8204, -3.2736, -1.1050], [-5.1691, -4.7400, 2.0268], [3.7331, -1.5080, -0.4352], [-0.8713, -0.5724, 1.2373], [-4.6459, 1.8614, -0.7785], [1.9542, -2.9774, -0.9825], [0.9973, 2.1667, 1.0232], [1.2828, -0.7572, 0.8854], [0.1099, 3.5039, 2.4692], [4.7409, -2.4801, -0.4885], [-6.4729, 0.3099, -0.1039], [-3.9126, 1.1718, -0.3666], [-2.1126, -1.1009, -0.5913], [-2.3649, 5.6537, -0.9290], [2.3343, -1.8921, -0.6124], [0.0937, -0.9954, -0.7719], [7.7076, -0.6232, 0.3311], [-4.3317, -3.1706, 1.0742], [9.2073, 0.6011, 0.8331], [-2.4529, 4.6226, -0.5495], [2.0165, 0.5562, -1.7825], [-4.8137, -4.5094, 1.0263], [6.8285, -2.9038, -0.2688]], "forces_ev_per_a": [[-0.28, 0.20, -0.07], [0.31, -0.16, 0.35], [0.11, -0.01, 0.01], [-0.14, 0.03, -0.10], [0.00, -0.02, -0.04], [0.21, 0.20, 0.08], [0.17, -0.15, 0.25], [0.26, -0.02, 0.00], [-0.01, -0.03, 0.03], [0.10, 0.06, 0.26], [0.05, -0.02, 0.07], [-0.06, -0.02, -0.15], [-0.13, -0.10, 0.04], [-0.07, 0.04, 0.03], [0.07, 0.14, 0.57], [0.07, -0.01, 0.06], [-0.02, -0.10, -0.02], [0.05, 0.06, 0.28], [0.01, -0.05, -0.17], [0.08, -0.05, 0.09], [0.02, -0.03, 0.02], [0.12, -0.31, -0.55], [0.07, 0.24, 0.06], [-0.38, -0.04, -0.07], [0.21, 0.25, 0.03], [-0.02, 0.02, 0.16], [0.26, 0.06, 0.03], [0.02, 0.13, -0.02], [0.14, -0.60, -0.16], [-0.68, -0.24, -0.22], [0.32, -0.34, -0.15], [0.08, 0.10, -0.02], [-0.18, 0.17, 0.04], [0.03, 0.09, 0.17], [0.14, -0.05, -0.26], [0.07, 0.12, 0.01], [-0.03, -0.05, -0.11], [0.02, 0.03, -0.05], [0.25, 0.21, -0.02], [0.05, -0.02, 0.32], [-0.06, 0.11, -0.03], [0.04, 0.01, 0.02], [0.09, -0.07, -0.19], [0.13, 0.01, -0.23], [0.01, 0.06, 0.15], [0.07, 0.23, 0.07], [-0.09, 0.05, 0.00], [0.00, -0.25, -0.15], [-0.11, -0.21, -0.32], [0.06, -0.26, 0.09], [-0.54, 0.25, 0.06], [0.24, 0.00, -0.19], [-0.12, -0.28, -0.08], [0.00, 0.21, 0.34], [-0.09, 0.05, 0.00], [-0.95, 0.76, -0.27], [0.02, 0.03, 0.14], [-0.10, -0.33, -0.21], [0.09, -0.10, 0.00]], "e_above_lowest_ev": 0.000, "gap_ev": 8.67, "smiles": "COC(=O)[C@@H](NC(=O)O[C@H]1C(=O)c2ccc(OC)cc2O[C@@H]1c1ccc2c(c1)OCO2)C(C)C"}

# 3
{"formula": "C24H26AlBN8O4", "method": "the ωB97M-V functional and the def2-TZVPD basis", "symbols": ["N", "O", "C", "H", "N", "H", "C", "N", "H", "H", "H", "C", "H", "C", "C", "H", "O", "O", "C", "C", "H", "C", "H", "C", "C", "H", "C", "C", "B", "H", "H", "C", "C", "C", "C", "H", "N", "N", "C", "C", "C", "H", "H", "C", "C", "C", "C", "O", "H", "N", "H", "H", "H", "H", "C", "H", "H", "H", "N", "H", "N", "Al", "H", "H"], "xyz": [[-0.4212, 0.4700, 1.1910], [-1.3812, -0.0987, -1.9025], [-1.8717, 3.5334, -1.7221], [-3.4599, -0.5527, 0.5377], [1.8838, -0.6606, 2.2643], [-3.3652, 0.7994, -3.1399], [2.6973, 1.2907, 2.7213], [2.8357, -0.5271, -0.3553], [-1.6356, -2.4658, 0.6253], [0.0482, -6.6091, 0.0725], [2.4884, -1.5489, 4.1765], [3.0861, -2.1102, -1.8975], [3.4300, -2.6635, -2.7614], [-1.1322, 1.0997, -1.5602], [2.9637, 0.5084, 3.8167], [-0.3501, -7.1853, 1.7384], [-5.1215, 2.6889, -4.0793], [-4.7348, 4.9969, -3.4840], [-0.4416, -6.3346, 1.0294], [3.0554, 2.7275, 2.5384], [1.6620, -3.4704, -0.9657], [-5.5653, 4.0535, -4.1901], [5.3192, 0.2345, -1.4658], [2.1643, -2.5166, -0.9587], [1.2745, -3.7182, 2.8663], [2.1310, 3.3221, 2.3833], [-1.4418, -1.4158, 0.7722], [0.8415, -5.0203, 2.8011], [1.1390, -1.5705, 1.2727], [-3.4083, 2.0700, 0.8795], [4.8864, -0.4764, -3.0704], [-2.3145, 2.1068, 1.0687], [2.4361, -0.7257, 3.5029], [-3.1837, 1.8347, -2.8673], [4.4825, 0.0201, -2.1627], [-2.1369, 2.5324, 2.0781], [0.2635, -3.9273, 0.9652], [0.9109, -3.0615, 1.7367], [-1.7239, 0.7390, 0.9928], [-3.7981, 4.1602, -2.9586], [0.2098, -5.1162, 1.5906], [1.8103, -3.3490, 3.7034], [-2.5656, 5.5755, -1.9084], [-2.4019, -0.4297, 0.7279], [-2.7335, 4.5392, -2.1719], [-4.0180, 2.8448, -3.2976], [3.4826, -0.8570, -1.4873], [-0.1592, 1.4809, -0.8361], [1.6548, 0.8883, -1.5019], [-0.2433, -0.8483, 1.0388], [-1.0171, 3.7916, -1.0970], [3.7111, 2.8349, 1.6492], [-5.5837, 4.3307, -5.2506], [3.4732, 0.7960, 4.7270], [-2.0809, 2.1726, -2.0601], [-1.5171, -6.1300, 0.8492], [0.9757, -5.7960, 3.5444], [-1.8380, 2.7579, 0.3069], [2.0150, -1.5362, -0.0385], [3.9977, 0.9737, -2.4582], [2.0451, 0.5595, 1.8038], [1.2668, 0.7499, 0.0412], [-6.5856, 4.1231, -3.7950], [3.5897, 3.1151, 3.4312]], "forces_ev_per_a": [[-0.27, 0.98, 0.99], [0.78, 3.19, 0.73], [-0.36, 1.01, -0.37], [0.21, -0.02, 0.07], [0.19, -1.76, 1.61], [0.11, 0.13, 0.07], [-0.08, 0.76, -0.64], [1.35, 0.61, -0.23], [0.66, -0.05, 0.03], [-0.44, 0.03, 0.49], [-0.35, -0.68, -0.30], [-0.26, -0.50, 0.13], [-0.05, 0.06, 0.22], [-1.07, -3.29, -2.19], [-0.04, -0.59, 0.29], [-0.06, 0.60, -0.49], [1.34, 1.82, 1.17], [0.81, -2.58, 0.18], [-0.28, -0.15, -0.47], [-0.06, 0.34, -0.42], [-0.32, 0.23, 0.52], [-2.27, 0.69, -1.49], [-0.43, 0.00, -0.50], [-0.23, -0.65, -0.68], [0.25, -0.36, 0.75], [0.59, -0.14, 0.08], [-0.63, -0.47, -0.18], [0.64, 0.33, 1.07], [-0.04, -1.76, 0.68], [0.71, 0.00, 0.15], [-0.29, 0.33, 0.64], [0.14, 0.43, 0.26], [0.12, 0.29, 0.08], [0.52, -0.45, 0.43], [0.15, 0.44, 0.08], [-0.16, -0.08, -0.61], [-1.18, -1.11, -1.63], [0.71, 0.93, 0.90], [0.01, 0.10, 0.76], [0.06, 2.56, 0.43], [-0.30, 0.76, -1.08], [0.33, 0.75, 0.18], [-0.07, -0.06, -0.08], [-0.03, -0.52, 0.41], [1.02, -0.21, 0.65], [-0.21, -2.63, -0.48], [0.31, 0.44, 0.25], [-0.79, 1.90, -1.03], [0.65, 0.88, -0.40], [-1.07, -2.04, 0.01], [-0.17, -0.03, -0.34], [-0.33, 0.14, 0.51], [0.18, -0.07, 0.20], [-0.12, -0.10, -0.20], [-0.31, -0.18, -0.65], [0.60, -0.29, -0.02], [0.02, 0.22, -0.10], [-0.44, -0.34, 1.01], [-0.65, -2.16, -0.05], [0.36, -0.42, 0.14], [0.88, 2.60, 0.11], [-0.20, 0.47, -1.08], [0.26, -0.06, 0.09], [-0.39, -0.27, -0.65]], "spin_multiplicity": 2, "s2": 0.776, "gap_ev": [8.02, 3.11], "total_charge": 1}